Record 1
Here is C23H45Cl3IrN2O3PSi as an isolated structure at a distorted geometry from OMol25. Energies are from the ωB97M-V functional and the def2-TZVPD basis.

Results
Multiplicity: 5
Lowest unoccupied orbital energy (spin up / spin down): 0.0133 / -0.0936 Ha
HOMO energy (spin up / spin down): -5.656 / -8.046 eV
Total charge: 0
Frontier orbital gap (spin up / spin down): 6.018 / 5.498 eV

Each line ends with the Mulliken spin population.
Element x y z (Å)
C 0.994 5.246 -3.667  0.0006
C 2.431 5.671 -3.489  -0.0068
H 0.349 5.898 -3.067  0.0011
H 0.816 4.193 -3.421  -0.0021
H 0.694 5.406 -4.716  -0.0001
C 2.810 6.906 -3.877  0.0020
C 1.879 7.964 -4.337  0.0003
H 3.855 7.195 -3.995  0.0005
H 1.134 8.210 -3.571  0.0000
H 1.369 7.698 -5.269  0.0001
H 2.454 8.863 -4.560  0.0000
Ir 2.944 1.330 -0.707  1.9979
Cl 2.138 0.106 -2.521  0.3147
Cl 4.937 1.287 -2.029  0.1538
C 5.162 -0.561 -0.007  0.0168
O 4.025 -0.101 0.342  0.0689
N 6.254 -0.406 0.737  0.0219
C 6.184 0.393 1.959  -0.0054
C 7.562 -0.817 0.235  0.0000
H 5.267 -1.124 -0.943  0.0015
H 5.374 -0.008 2.585  0.0000
H 6.031 1.461 1.721  0.0036
H 7.140 0.286 2.484  -0.0001
H 7.475 -1.813 -0.219  0.0007
H 8.257 -0.836 1.086  -0.0002
H 7.955 -0.102 -0.503  0.0017
H -2.622 4.494 -1.033  0.0008
H -0.479 6.198 0.108  -0.0004
C -3.029 5.005 -0.138  -0.0003
C -1.166 6.238 0.955  0.0031
N -2.041 5.079 0.933  0.0007
H -3.936 4.480 0.198  0.0001
C -1.755 3.968 1.671  0.0013
O -0.810 3.862 2.450  -0.0008
H -0.622 6.206 1.892  -0.0005
H -2.484 3.151 1.501  -0.0001
H -3.294 6.036 -0.397  0.0000
H -1.749 7.154 0.861  0.0003
O 2.962 3.589 -2.207  0.1410
C 3.454 4.555 -3.136  0.0167
C 5.154 6.329 -2.281  -0.0070
C 4.860 5.108 -2.897  0.0248
H 4.339 6.936 -1.907  0.0019
C 6.469 6.818 -2.265  -0.0028
H 3.532 4.007 -4.083  0.0016
C 5.883 4.429 -3.564  -0.0071
H 6.694 7.763 -1.768  0.0002
C 7.497 6.109 -2.899  -0.0011
C 7.192 4.914 -3.571  -0.0010
H 5.636 3.538 -4.149  0.0045
H 8.534 6.472 -2.870  -0.0001
H 7.963 4.336 -4.095  -0.0003
Si 2.710 3.769 -0.394  0.0820
Cl 0.674 4.249 -0.611  0.0452
C 2.852 5.439 0.609  0.2392
C 4.700 3.971 -0.196  0.4714
C 2.737 2.578 1.228  0.1301
H 3.260 6.217 -0.042  -0.0181
H 3.531 5.303 1.451  0.0048
H 1.893 5.785 1.004  0.0194
H 1.806 2.856 1.721  -0.0139
H 3.612 2.896 1.793  0.0132
H 2.867 1.467 1.254  0.0346
H 5.027 5.002 -0.359  0.0106
H 5.253 3.355 -0.912  -0.0057
H 5.061 3.696 0.798  0.0043
C -0.564 0.615 -0.654  0.0374
P 0.955 0.386 0.331  0.1452
C 0.305 0.609 2.066  0.0407
C 1.129 -1.433 0.432  0.0090
H -0.569 1.635 -1.073  -0.0030
H -1.435 0.468 0.012  -0.0021
H -0.549 -0.139 -1.452  0.0049
H 0.667 -0.226 2.690  0.0002
H 0.583 1.561 2.529  0.0008
H -0.798 0.578 2.025  0.0017
H 0.146 -1.847 0.687  -0.0037
H 1.472 -1.817 -0.530  0.0019
H 1.845 -1.680 1.224  0.0031

Record 2
Here is one molecule with the formula C4H11NO at a distorted geometry from OMol25. Energies are from the ωB97M-V functional and the def2-TZVPD basis.

Results
Lowest unoccupied orbital energy: 0.0340 Ha
HOMO energy: -8.412 eV
Total charge: 0
Frontier orbital gap: 9.338 eV

Each line ends with the natural charge from an NBO analysis.
Element x y z (Å)
C -1.866 -0.730 -0.290  -0.4182
N -1.128 -0.042 0.755  -0.6492
C 0.331 0.143 0.591  -0.0671
C 1.060 -1.130 0.160  -0.6224
C 0.549 1.357 -0.336  -0.0758
O 1.859 1.420 -0.894  -0.7205
H -2.021 -0.083 -1.158  0.1614
H -2.851 -1.014 0.095  0.2029
H -1.401 -1.654 -0.643  0.2006
H -1.615 0.778 1.110  0.3660
H 0.733 0.418 1.574  0.1786
H 0.793 -1.976 0.804  0.2202
H 2.144 -0.993 0.226  0.2174
H 0.830 -1.399 -0.876  0.2087
H -0.245 1.161 -1.136  0.1735
H 0.336 2.299 0.180  0.1629
H 2.492 1.446 -0.159  0.4608

Record 3
Here is C13H23Cl4CuMgO11S as an isolated structure at a distorted geometry from OMol25. Energies are from the ωB97M-V functional and the def2-TZVPD basis.

Results
Multiplicity: 2
Lowest unoccupied orbital energy (spin up / spin down): -0.2628 / -0.2616 Ha
HOMO energy (spin up / spin down): -11.348 / -11.319 eV
Total charge: +1
Frontier orbital gap (spin up / spin down): 4.198 / 4.200 eV

Each line ends with the Mulliken spin population.
Element x y z (Å)
Mg 28.252 -26.704 0.069  -0.0085
Cu 29.354 -25.864 4.458  -0.0003
S 31.488 -26.531 1.254  0.0006
O 30.841 -26.065 0.102  0.0008
O 30.405 -27.399 1.606  0.0061
O 32.786 -27.167 0.986  -0.0005
O 31.484 -25.553 2.329  -0.0021
C 25.301 -24.744 2.245  -0.0136
O 26.593 -25.241 2.324  0.8685
H 25.115 -23.786 2.730  0.0403
H 24.884 -24.765 1.238  0.0071
H 24.652 -25.397 2.829  0.1016
C 24.093 -18.607 1.221  0.0002
C 25.365 -18.030 1.800  -0.0001
C 26.082 -17.068 0.923  0.0000
O 26.000 -15.807 1.605  0.0000
C 25.379 -15.939 2.760  0.0000
O 25.220 -15.064 3.606  0.0000
O 24.857 -17.224 2.817  0.0000
H 23.654 -19.272 1.964  0.0000
H 24.376 -19.174 0.334  0.0000
H 23.410 -17.843 0.849  0.0000
H 25.995 -18.792 2.259  0.0000
H 25.514 -16.926 0.004  0.0000
H 27.142 -17.225 0.722  0.0000
C 26.302 -20.483 -4.470  0.0000
C 26.630 -21.815 -5.143  0.0000
C 28.025 -22.155 -5.528  0.0000
O 28.401 -23.000 -4.470  0.0000
C 27.382 -23.337 -3.738  -0.0001
O 27.406 -24.031 -2.709  -0.0001
O 26.316 -22.901 -4.320  0.0000
H 25.240 -20.376 -4.250  0.0000
H 26.508 -19.686 -5.185  0.0000
H 26.848 -20.491 -3.526  0.0000
H 25.987 -21.935 -6.015  0.0000
H 28.608 -21.236 -5.474  0.0000
H 28.074 -22.647 -6.500  0.0000
Cl 20.687 -28.716 -3.529  0.0000
C 20.922 -27.075 -4.129  0.0000
C 22.338 -26.631 -3.842  0.0000
Cl 23.492 -27.451 -4.883  0.0000
H 20.207 -26.346 -3.749  0.0000
H 20.673 -27.165 -5.186  0.0000
H 22.647 -26.726 -2.801  0.0000
H 22.485 -25.577 -4.077  0.0000
Cl 20.567 -28.911 1.485  0.0000
C 22.100 -29.675 1.154  0.0000
C 22.812 -29.820 2.623  0.0000
Cl 21.950 -31.050 3.682  0.0000
H 22.567 -29.043 0.398  0.0000
H 21.864 -30.598 0.626  0.0000
H 22.787 -28.913 3.227  0.0001
H 23.872 -30.071 2.579  0.0000